# C18H19AsAuF5N4S2

C18H19AsAuF5N4S2 as an isolated structure (ωB97M-V/def2-TZVPD, the Open Molecules 2025 dataset).

Structure (XYZ):
```
50
Properties=species:S:1:pos:R:3:nbo_charge:R:1
Au 0.76179 0.78677 -0.06138 0.62
C 6.59302 1.15671 -0.32244 -0.68
C 5.59903 0.80000 0.71616 0.38
N 5.73754 0.86809 2.00632 -0.20
N 4.47303 0.62281 2.50269 -0.34
C 3.58235 0.36099 1.59629 0.29
S 1.89904 -0.13752 1.81528 -0.21
N 4.26941 0.50251 0.42522 -0.22
N 3.72911 0.32576 -0.82463 -0.64
H 7.51596 1.43793 0.13215 0.28
H 6.24372 2.01433 -0.93848 0.25
H 6.83844 0.39480 -1.02293 0.26
H 4.34145 0.65477 3.52151 0.46
H 3.94458 -0.62035 -1.14713 0.39
H 4.08644 1.00954 -1.48305 0.40
C -0.35013 -1.76231 -2.17167 -0.94
As -0.75746 -1.30922 -0.31390 1.10
C -0.23263 -2.80276 0.81010 -0.95
C -2.71466 -1.10110 -0.10081 -0.67
C -3.34689 -2.44796 0.18533 -0.10
C -3.73759 -3.28184 -0.87732 -0.23
C -4.38887 -4.46274 -0.59512 -0.13
C -4.56260 -4.86717 0.71366 -0.19
C -4.11830 -4.06027 1.76379 -0.18
C -3.56161 -2.84845 1.47905 -0.21
H -0.48071 -2.81920 -2.32335 0.26
H 0.71506 -1.49710 -2.36399 0.25
H -0.95866 -1.13665 -2.81457 0.26
H -1.08751 -3.50157 0.71773 0.28
H -0.16412 -2.43607 1.82912 0.26
H 0.70324 -3.27730 0.47907 0.27
H -3.04334 -0.59005 -1.01849 0.26
H -2.75845 -0.38384 0.72072 0.25
H -3.67874 -3.02225 -1.93678 0.22
H -4.84235 -5.01714 -1.44134 0.23
H -5.12566 -5.70567 1.01793 0.23
H -4.29620 -4.36960 2.76340 0.23
H -3.23957 -2.22660 2.28065 0.21
F -2.37640 6.63080 0.81527 -0.22
C -1.75130 5.65483 0.18943 0.40
C -0.45926 5.81807 -0.36350 0.28
F 0.24440 6.91170 -0.17543 -0.24
C 0.14205 4.74091 -0.97750 0.38
F 1.41273 4.76035 -1.39481 -0.26
C -0.54886 3.49193 -1.10612 -0.29
S 0.33713 2.22226 -1.88476 0.11
C -1.87400 3.38694 -0.59495 0.34
F -2.55482 2.24450 -0.75647 -0.28
C -2.46070 4.45083 0.05575 0.33
F -3.69812 4.43659 0.47429 -0.25
```

2S+1: 3
max |F|: 0.043 hartree/bohr
energy above the lowest of the compared OMol25 structures with the same formula, charge and spin: 0.0 kcal per mole
E_HOMO (spin up / spin down): -0.5043 / -0.5136 Ha
DFT total energy: -4582.84339 Ha
<S²>: 2.029
charge: +2

# C4H2S2

A 2-piece molecular cluster, C4H2S2 overall (ωB97M-V/def2-TZVPD, the Open Molecules 2025 dataset).

Structure (XYZ):
```
8
Properties=species:S:1:pos:R:3:nbo_charge:R:1
S 0.06979 2.37832 0.32778 0.22
C 0.42385 0.89523 0.83891 -0.23
C 0.76019 -0.16914 1.42079 -0.28
S 1.23686 -1.47270 2.12826 0.27
C -0.31082 -0.29804 -1.72778 -0.22
C -1.02910 -0.74441 -0.84859 -0.21
H 0.60446 0.18075 -1.97343 0.24
H -1.75523 -0.77001 -0.16594 0.21
```

max |F|: 0.096 hartree/bohr
energy above the lowest of the compared OMol25 structures with the same formula, charge and spin: 66.4 kcal per mole
E_HOMO (spin up / spin down): -0.3072 / -0.3083 Ha
SMILES: S=C=C=S.C#C
DFT total energy: -949.79819 Ha

# CH4FNS

CH4FNS as an isolated structure (ωB97M-V/def2-TZVPD, the Open Molecules 2025 dataset).

Structure (XYZ):
```
8
Properties=species:S:1:pos:R:3:nbo_charge:R:1
C 0.79825 0.41373 -0.11122 -0.43
N -0.23242 -0.51304 0.54577 -0.75
F -2.43305 -0.05274 -1.08616 -0.63
S -1.65139 0.02858 0.89325 0.73
H 1.90121 0.32718 0.24485 0.21
H 0.98861 -0.15692 -1.11658 0.22
H 0.42953 1.40200 -0.19513 0.23
H 0.19927 -1.44881 0.82521 0.41
```

max |F|: 0.097 hartree/bohr
energy above the lowest of the compared OMol25 structures with the same formula, charge and spin: 57.5 kcal per mole
E_HOMO: -0.3552 Ha
DFT total energy: -593.21323 Ha

# C3H8BrN

A single C3H8BrN molecule (ωB97M-V/def2-TZVPD, the Open Molecules 2025 dataset).

Structure (XYZ):
```
13
Properties=species:S:1:pos:R:3:nbo_charge:R:1
C 0.55572 -1.84755 -0.25263 -0.62
C 0.46376 -0.39879 0.34367 -0.22
N -0.60869 0.44310 -0.29289 -0.48
C -0.45807 1.83673 -0.09604 -0.43
Br -2.34237 -0.10738 0.09656 0.13
H 0.73397 -1.70812 -1.32918 0.22
H 1.43959 -2.31662 0.06197 0.21
H -0.24165 -2.36457 0.13526 0.22
H 0.15389 -0.48967 1.34586 0.17
H 1.33850 0.32063 0.35434 0.20
H -1.37658 2.21813 -0.49140 0.22
H -0.10838 2.28433 0.84564 0.18
H 0.45030 2.12977 -0.72116 0.19
```

max |F|: 0.090 hartree/bohr
energy above the lowest of the compared OMol25 structures with the same formula, charge and spin: 21.0 kcal per mole
E_HOMO: -0.3150 Ha
SMILES: CCN(C)Br
DFT total energy: -2747.79766 Ha